Formula: C56H132O28S
Source: the OMol25 dataset
Level of theory: ωB97M-V/def2-TZVPD

ORCA input file:
```
! RIJCOSX wB97M-V def2-TZVPD def2/J DEFGRID3
* xyz 0 1
C 17.727 20.152 16.367
S 18.463 19.022 15.084
O 19.337 17.997 15.745
C 16.833 18.164 14.694
H 16.740 20.528 16.094
H 18.234 21.099 16.549
H 17.627 19.628 17.317
H 16.278 18.946 14.175
H 16.350 17.935 15.644
H 16.952 17.400 13.926
C 22.939 24.092 12.486
O 22.194 23.102 11.705
C 20.862 23.404 11.500
C 20.134 23.259 12.819
O 18.732 23.257 12.845
C 18.073 22.211 12.126
C 16.612 22.023 12.507
O 15.735 23.128 12.140
C 16.147 24.400 12.542
H 22.770 24.042 13.562
H 22.685 25.085 12.115
H 23.992 23.951 12.241
H 20.475 22.766 10.706
H 20.804 24.393 11.047
H 20.354 24.182 13.355
H 20.540 22.406 13.363
H 18.533 21.250 12.355
H 18.035 22.518 11.081
H 16.473 21.792 13.563
H 16.191 21.112 12.082
H 16.854 24.898 11.878
H 16.443 24.456 13.590
H 15.257 24.996 12.338
C 12.895 19.346 16.546
O 13.250 18.354 15.614
C 12.168 17.758 14.806
C 12.572 16.490 14.002
O 12.590 15.332 14.836
C 13.701 15.317 15.827
C 14.371 13.955 16.032
O 13.590 12.969 16.675
C 12.826 13.423 17.851
H 12.171 18.990 17.279
H 12.463 20.236 16.089
H 13.776 19.590 17.139
H 11.722 18.556 14.212
H 11.260 17.539 15.368
H 13.573 16.609 13.586
H 11.918 16.277 13.156
H 13.281 15.619 16.786
H 14.475 16.019 15.518
H 15.264 14.130 16.631
H 14.630 13.426 15.115
H 12.302 12.552 18.245
H 12.126 14.249 17.729
H 13.527 13.793 18.599
C 23.421 9.514 17.557
O 22.758 10.738 17.838
C 21.985 11.313 16.717
C 21.488 12.843 17.033
O 22.532 13.632 17.437
C 23.360 14.159 16.406
C 24.228 15.382 16.902
O 23.404 16.483 17.424
C 22.329 16.816 16.541
H 23.916 9.154 18.458
H 24.170 9.560 16.767
H 22.700 8.747 17.275
H 21.173 10.648 16.424
H 22.680 11.329 15.878
H 20.708 12.929 17.790
H 21.026 13.381 16.206
H 22.952 14.447 15.437
H 24.171 13.474 16.160
H 24.751 15.603 15.972
H 24.911 15.006 17.664
H 21.470 16.172 16.350
H 22.774 17.302 15.672
H 21.939 17.765 16.909
C 19.911 23.909 26.545
O 20.446 23.536 25.292
C 21.003 22.249 25.365
C 21.863 21.972 24.134
O 21.097 21.947 22.915
C 21.851 22.108 21.725
C 20.980 21.970 20.414
O 20.281 20.788 20.394
C 19.664 20.592 19.105
H 18.970 23.466 26.872
H 19.696 24.977 26.587
H 20.690 23.744 27.289
H 20.199 21.519 25.458
H 21.663 22.195 26.232
H 22.342 20.994 24.193
H 22.708 22.660 24.092
H 22.681 21.417 21.582
H 22.333 23.084 21.789
H 21.742 22.034 19.638
H 20.255 22.777 20.314
H 18.984 19.745 19.022
H 20.388 20.465 18.301
H 18.970 21.385 18.829
C 9.015 17.151 10.738
O 10.326 17.621 10.675
C 11.251 16.674 10.135
C 12.554 17.490 10.103
O 13.118 17.753 11.330
C 14.517 18.120 11.280
C 15.423 16.899 11.096
O 15.329 15.879 12.116
C 16.049 14.687 11.675
H 8.304 17.973 10.809
H 8.825 16.538 11.619
H 8.801 16.711 9.763
H 11.000 16.458 9.096
H 11.284 15.752 10.716
H 12.342 18.403 9.547
H 13.141 16.835 9.459
H 14.782 18.533 12.253
H 14.674 18.879 10.513
H 16.490 17.111 11.169
H 15.278 16.449 10.114
H 15.534 14.181 10.859
H 16.145 14.038 12.546
H 17.100 14.951 11.554
C 18.376 24.692 15.634
O 18.473 25.077 16.953
C 18.833 24.086 17.907
C 17.696 23.722 18.864
O 16.667 22.956 18.226
C 15.555 22.691 19.094
C 14.449 23.784 18.976
O 13.725 23.869 17.779
C 14.362 23.838 16.492
H 18.427 25.600 15.034
H 17.412 24.264 15.361
H 19.188 24.035 15.320
H 19.681 24.511 18.443
H 19.137 23.120 17.504
H 17.279 24.661 19.228
H 18.104 23.241 19.753
H 15.877 22.626 20.134
H 15.158 21.703 18.859
H 14.887 24.743 19.254
H 13.768 23.554 19.795
H 13.623 23.721 15.699
H 14.974 22.938 16.429
H 15.039 24.645 16.213
C 14.749 17.416 20.122
O 16.054 17.461 19.523
C 16.246 16.517 18.457
C 17.754 16.488 18.205
O 18.361 15.884 19.315
C 19.792 15.820 19.212
C 20.315 14.788 20.216
O 20.310 15.209 21.582
C 20.863 14.307 22.450
H 14.545 16.352 20.246
H 14.178 17.880 19.318
H 14.733 17.952 21.071
H 15.720 16.902 17.584
H 15.893 15.555 18.830
H 18.078 17.516 18.041
H 18.085 15.910 17.341
H 20.163 16.812 19.468
H 20.175 15.406 18.279
H 21.297 14.495 19.846
H 19.750 13.864 20.092
H 21.869 14.032 22.132
H 20.303 13.399 22.670
H 21.042 14.776 23.418
C 18.185 12.664 15.995
O 18.753 13.921 15.613
C 18.367 14.387 14.395
C 19.397 15.220 13.736
O 20.632 14.638 13.461
C 21.621 15.473 12.961
C 22.854 14.707 12.447
O 22.367 13.805 11.486
C 23.330 12.933 10.900
H 17.142 12.647 15.681
H 18.395 12.605 17.063
H 18.744 11.918 15.431
H 17.487 15.004 14.576
H 18.072 13.621 13.678
H 19.512 16.138 14.313
H 18.890 15.514 12.817
H 21.933 16.231 13.679
H 21.257 16.008 12.084
H 23.453 14.224 13.219
H 23.527 15.334 11.863
H 23.044 12.342 10.030
H 23.617 12.271 11.717
H 24.238 13.467 10.618
C 23.600 18.302 11.318
O 22.913 18.602 12.552
C 22.803 19.979 12.964
C 22.136 20.112 14.319
O 22.540 21.389 14.829
C 22.162 21.684 16.137
C 22.306 23.128 16.489
O 21.691 24.068 15.632
C 21.740 25.454 16.123
H 23.469 17.232 11.155
H 24.643 18.563 11.497
H 23.228 18.865 10.462
H 22.254 20.574 12.233
H 23.827 20.353 12.969
H 22.473 19.313 14.980
H 21.046 20.129 14.322
H 22.546 21.056 16.941
H 21.074 21.706 16.213
H 23.375 23.289 16.623
H 21.803 23.179 17.455
H 22.793 25.715 16.231
H 21.490 25.491 17.183
H 21.202 26.240 15.592
*
```

Summary:
- HOMO level (eV) = -9.0
- calculated total energy (eV) = -128356.234
- LUMO level (eV) = 0.44
- gap between HOMO and LUMO (eV) = 9.5


Formula: C56H133AsF6N4O24Pt
Source: the OMol25 dataset
Level of theory: ωB97M-V/def2-TZVPD

ORCA input file:
```
! RIJCOSX wB97M-V def2-TZVPD def2/J DEFGRID3
* xyz 0 3
Pt 0.968 -1.080 -1.422
As 0.944 -0.839 -6.579
F -0.045 -0.672 -5.248
F 0.923 -2.521 -6.352
F 2.029 -0.967 -7.980
F 1.094 0.866 -6.746
F 2.250 -0.750 -5.430
F -0.499 -0.893 -7.579
C -2.606 -2.274 0.792
C -1.319 -1.522 0.308
O -0.456 -2.349 -0.259
O -1.369 -0.273 0.284
H -3.206 -2.235 -0.124
H -3.095 -1.660 1.562
H -2.518 -3.318 1.097
C -0.739 -0.816 4.545
C 0.580 -0.913 3.879
O 0.479 -1.042 2.482
O -1.438 -2.082 4.582
H -1.366 -0.050 4.069
H -0.598 -0.482 5.616
H 1.078 -1.799 4.321
H 1.177 -0.018 4.075
H 0.378 -1.996 2.320
H -1.526 -2.371 3.654
C 2.022 -3.340 -3.335
C 2.195 -3.926 -1.972
O 2.267 -2.943 -0.945
O 0.862 -2.409 -3.217
H 1.746 -4.051 -4.118
H 2.866 -2.733 -3.646
H 3.107 -4.574 -1.985
H 1.303 -4.541 -1.765
H 3.147 -2.488 -0.934
H 0.567 -1.993 -4.045
C 2.108 1.220 0.728
C 3.091 1.574 1.818
O 2.959 0.776 2.974
O 2.189 -0.210 0.512
H 2.375 1.628 -0.239
H 1.090 1.480 1.033
H 2.892 2.639 2.130
H 4.153 1.615 1.463
H 3.820 0.378 3.229
H 1.743 -0.627 1.311
C -4.255 2.659 -1.371
C -3.914 1.352 -2.149
O -2.619 1.477 -2.676
O -4.660 3.584 -2.390
H -3.361 3.097 -0.834
H -5.023 2.413 -0.638
H -4.543 1.303 -3.044
H -3.965 0.455 -1.542
H -2.694 2.029 -3.435
H -5.199 4.296 -2.042
C -1.263 -5.193 -1.226
C -1.452 -6.628 -1.420
O -2.430 -7.055 -2.296
O -1.002 -4.522 -2.464
H -0.427 -4.985 -0.553
H -2.178 -4.810 -0.793
H -1.712 -7.030 -0.437
H -0.522 -7.096 -1.743
H -2.402 -6.476 -3.078
H -0.741 -3.621 -2.285
C 0.235 1.275 -2.998
C 1.699 1.506 -3.019
O 2.339 0.359 -2.525
O -0.054 0.906 -1.647
H 0.024 0.500 -3.765
H -0.245 2.217 -3.268
H 1.980 2.342 -2.352
H 1.996 1.712 -4.065
H 3.223 0.568 -2.104
H -1.017 0.832 -1.499
C -1.697 -5.526 3.503
C -0.349 -4.852 3.402
O -0.328 -3.693 2.500
O -1.920 -6.156 2.248
H -2.483 -4.818 3.800
H -1.714 -6.320 4.219
H 0.326 -5.670 3.043
H -0.061 -4.499 4.402
H -0.432 -3.991 1.582
H -2.797 -5.858 1.990
C 6.099 -1.850 -0.115
C 6.659 -2.524 -1.342
O 6.704 -1.467 -2.392
O 4.617 -1.815 -0.251
H 6.433 -0.827 -0.080
H 6.351 -2.505 0.676
H 6.126 -3.444 -1.530
H 7.710 -2.828 -1.164
H 6.640 -1.906 -3.238
H 4.112 -1.271 0.394
C 5.454 1.838 -2.615
C 6.058 1.372 -3.961
O 5.156 1.338 -5.027
O 4.827 0.860 -1.835
H 4.797 2.631 -2.915
H 6.367 2.261 -2.131
H 6.458 0.342 -3.806
H 6.929 1.949 -4.293
H 4.902 0.452 -5.162
H 5.273 0.035 -1.925
C 6.072 1.492 3.919
C 5.908 0.187 4.687
C 5.001 0.354 5.900
C 4.713 -0.968 6.552
C 4.043 -1.866 5.502
C 4.839 -2.054 4.242
N 5.179 -0.642 3.784
O 5.903 -0.740 2.544
C 5.988 -3.087 4.427
C 3.890 -2.524 3.166
C 7.339 -0.271 5.169
H 6.396 1.333 2.887
H 6.818 2.081 4.447
H 5.117 2.046 3.987
H 5.485 1.070 6.535
H 4.101 0.900 5.556
H 4.021 -0.892 7.412
H 5.659 -1.370 6.925
H 3.049 -1.410 5.326
H 3.868 -2.846 5.960
H 6.567 -2.965 5.345
H 5.529 -4.068 4.451
H 6.626 -3.147 3.541
H 4.426 -2.871 2.272
H 3.360 -3.367 3.583
H 3.055 -1.845 2.868
H 7.905 -0.759 4.370
H 7.417 -0.943 6.045
H 7.878 0.625 5.548
H 6.842 -0.870 2.759
C -2.052 6.838 -1.622
C -1.183 6.738 -0.410
C -0.955 5.247 -0.057
C 0.152 4.633 -0.860
C 1.422 5.389 -0.778
C 1.197 6.836 -1.211
N 0.130 7.321 -0.378
O -0.136 8.632 -1.000
C 2.365 7.692 -0.864
C 1.040 6.952 -2.743
C -1.994 7.357 0.715
H -2.080 7.850 -2.018
H -3.013 6.507 -1.293
H -1.739 6.212 -2.477
H -0.667 5.213 1.009
H -1.904 4.715 -0.208
H -0.194 4.660 -1.937
H 0.386 3.602 -0.682
H 2.218 4.918 -1.396
H 1.808 5.415 0.233
H 3.254 7.286 -1.352
H 2.219 8.714 -1.188
H 2.529 7.716 0.195
H 0.422 6.195 -3.233
H 0.598 7.915 -3.079
H 2.030 6.857 -3.233
H -2.344 8.345 0.518
H -1.431 7.404 1.627
H -2.902 6.799 0.970
H -0.144 9.233 -0.230
C -3.211 3.760 2.530
C -2.570 2.478 3.049
C -2.183 2.752 4.528
C -3.341 2.695 5.514
C -4.057 1.336 5.327
C -4.498 1.058 3.908
N -3.360 1.260 3.006
O -3.792 1.236 1.672
C -4.976 -0.412 3.749
C -5.791 1.984 3.592
C -1.324 2.124 2.275
H -3.661 3.584 1.562
H -2.379 4.448 2.343
H -3.826 4.240 3.271
H -1.462 2.001 4.816
H -1.722 3.756 4.470
H -4.050 3.542 5.312
H -3.033 2.723 6.549
H -4.904 1.194 6.001
H -3.401 0.512 5.662
H -5.151 -0.717 2.717
H -4.213 -1.088 4.168
H -5.873 -0.632 4.303
H -5.639 3.037 3.914
H -6.054 1.953 2.518
H -6.577 1.464 4.137
H -0.610 2.904 2.467
H -1.573 2.038 1.204
H -0.913 1.192 2.583
H -3.081 0.720 1.219
C -6.641 -4.075 -3.228
C -6.091 -3.835 -4.629
C -6.768 -2.615 -5.210
C -6.267 -1.369 -4.598
C -4.723 -1.267 -4.873
C -3.966 -2.457 -4.307
N -4.666 -3.618 -4.784
O -4.009 -4.826 -4.291
C -2.551 -2.554 -4.845
C -3.786 -2.282 -2.744
C -6.463 -5.137 -5.434
H -7.595 -4.605 -3.271
H -6.727 -3.235 -2.525
H -6.064 -4.850 -2.686
H -6.459 -2.683 -6.280
H -7.859 -2.698 -5.162
H -6.459 -1.220 -3.529
H -6.777 -0.479 -5.048
H -4.224 -0.427 -4.406
H -4.599 -1.249 -5.960
H -1.945 -3.226 -4.266
H -2.557 -3.021 -5.833
H -2.150 -1.533 -4.945
H -3.534 -3.214 -2.253
H -3.013 -1.528 -2.694
H -4.696 -1.891 -2.305
H -6.189 -6.031 -4.861
H -5.902 -5.071 -6.355
H -7.538 -5.155 -5.610
H -4.242 -4.904 -3.350
*
```

Summary:
- <S²> = 2.0037
- HOMO level (spin up / spin down) (eV) = -8.3 / -8.3
- calculated total energy (eV) = -195713.798
- LUMO level (spin up / spin down) (eV) = -0.18 / -0.19
- gap between HOMO and LUMO (spin up / spin down) (eV) = 8.2 / 8.2